Record 1
42
Properties=species:S:1:pos:R:3:forces:R:3 method="wB97M-V/def2-TZVPD" total_energy_ha=-995.17268 charge=+1 lumo_energy_ha=-0.126 smiles=c1ccc2c(c1)OC[C@@H](C[NH2+]Cc1cccc3cccnc13)O2 max_force_ha_per_bohr=0.05016 de_lowest_ev=0.0000 homo_lumo_gap_ev=8.05
O 3.17439 0.66568 -0.24646 -0.581 0.647 -0.382
O 1.76067 1.32105 2.13988 -0.464 1.350 -0.549
N -1.18609 -0.60045 -2.17605 1.644 -0.513 -1.181
N 0.29350 0.34178 -0.12524 1.268 -0.988 0.848
C 1.61294 2.15060 0.96096 0.335 -0.077 -0.663
C 3.29177 -1.86407 3.04350 -0.099 -0.192 -0.504
C 2.57630 -0.66903 3.14877 1.083 -0.432 -1.078
C -4.61742 -0.01215 -1.02570 -0.045 -0.175 1.112
C 3.94060 -2.26298 1.82894 -0.779 0.924 1.040
C -2.02170 -0.30504 0.08840 -1.951 0.343 0.869
C -3.70432 -0.40605 -3.27683 0.840 -0.467 -0.016
C 3.20187 -0.13300 0.87440 0.787 -1.175 0.005
C 3.87476 -1.38566 0.77059 -0.132 0.576 0.137
C 2.54543 0.21555 2.04099 0.001 -1.141 0.383
C 0.31579 1.76339 0.20936 0.040 1.637 0.727
C -0.66113 -0.42162 0.70614 -1.509 -0.217 0.185
C -1.35974 -0.77277 -3.50271 0.261 0.227 2.556
C 2.85597 2.04927 0.02815 0.613 -0.300 1.226
C -3.15738 -0.09325 0.92332 1.584 0.163 -1.341
C -2.60575 -0.71078 -4.05675 -1.741 0.464 -0.925
C -3.52431 -0.27931 -1.87218 -0.521 0.082 -0.283
C -4.42260 0.05344 0.35134 -1.092 -0.011 -1.011
C -2.21573 -0.42483 -1.32833 -1.053 0.345 -0.354
H -3.10518 0.06855 2.00572 0.457 -0.318 -0.413
H 2.68733 2.56406 -0.92724 0.059 -0.285 0.315
H 3.74968 2.47945 0.54370 -0.731 -0.072 -0.367
H -0.43936 -1.48130 0.81269 0.746 0.069 -0.230
H -4.67821 -0.33032 -3.75398 0.049 0.121 0.346
H -2.68654 -0.81119 -5.13626 -0.187 -0.097 0.200
H -5.28041 0.22208 1.00673 0.285 -0.001 -0.244
H 1.51747 3.20486 1.29148 0.024 -0.653 -0.029
H -0.73693 0.02692 1.69550 0.517 -0.106 0.025
H 0.15547 2.37254 -0.68466 0.478 -0.159 -0.093
H 1.24119 -0.06974 -0.00397 -0.534 0.333 -0.201
H -0.55341 2.03290 0.82507 0.203 -0.482 0.029
H -5.60778 0.09692 -1.47450 0.287 0.010 0.283
H 2.10818 -0.40873 4.08142 -0.225 0.169 0.058
H -0.52917 -0.97360 -4.15690 0.558 0.094 0.320
H 0.03508 0.18023 -1.10665 -0.239 -0.443 -0.634
H 4.37743 -1.67478 -0.14045 -0.076 0.362 -0.272
H 4.49551 -3.19642 1.70844 -0.333 0.313 0.295
H 3.28180 -2.52221 3.90937 0.174 0.076 -0.189



Record 2
53
Properties=species:S:1:pos:R:3:forces:R:3 method="wB97M-V/def2-TZVPD" total_energy_ha=-2817.28102 charge=+1 lumo_energy_ha=-0.196 max_force_ha_per_bohr=0.05587 de_lowest_ev=2.4913 homo_lumo_gap_ev=6.19
Sn -0.01424 0.19739 0.33011 -1.305 1.043 0.763
S 4.17493 -2.09193 -0.06904 0.434 -0.194 -0.014
P -2.08356 -2.12506 -0.88471 0.079 -0.656 -0.298
P -1.72337 0.53097 -2.43247 -0.514 0.641 -0.441
O 1.84542 0.43555 1.34706 -1.439 -0.253 -0.796
O -0.35364 0.34240 -1.76932 0.794 -0.163 1.609
O -0.89588 -2.57402 -1.88065 -0.031 0.163 0.337
O -3.03035 -3.19293 -0.57353 -0.085 0.170 0.093
O 4.03200 -3.43961 0.37661 -0.145 0.061 0.108
O -1.44880 -1.36802 0.30720 1.182 0.944 0.182
O -2.36297 1.79657 -1.69209 0.141 -0.279 -0.095
O 4.66276 -1.83415 -1.38395 -0.075 0.169 0.032
O -1.79566 0.63344 -3.90628 0.178 -0.093 0.077
N -2.99975 -1.61031 -3.36329 0.243 0.068 0.020
N 2.71345 -1.28168 0.14085 -0.703 0.128 -0.186
C -0.64145 2.70210 2.44255 -0.514 0.434 0.475
C -1.05599 4.46560 4.08329 -0.152 0.077 0.095
C 6.73369 -0.26983 2.58166 -0.114 0.048 0.002
C -4.22202 -0.47859 -1.52738 -0.078 -0.074 0.082
C -1.56211 3.42403 3.27113 0.347 -0.140 -0.233
C 6.35343 -1.16500 1.58590 0.097 -0.183 -0.144
C -3.43710 2.09001 2.48019 0.033 -0.104 -0.038
C -2.84590 -0.90041 -2.02838 0.251 -0.082 0.238
C 5.04870 -1.11646 1.15054 -0.341 0.024 -0.065
C 1.16749 4.07661 3.26288 -0.025 -0.005 -0.030
C 0.26893 4.78378 4.08742 0.010 0.002 -0.001
C 5.82244 0.63323 3.12039 -0.034 0.057 0.037
C 4.14405 -0.21315 1.67882 -0.212 0.225 0.088
C 4.50666 0.67481 2.67467 0.104 -0.056 -0.021
C -1.24931 1.67890 1.70172 1.453 -1.758 -1.746
C -2.55594 1.32703 1.67706 -0.313 0.342 0.328
C -2.93909 3.09517 3.25528 -0.097 0.065 0.075
C 0.72330 3.06882 2.45866 -0.053 -0.213 -0.172
C 2.82283 -0.35935 1.02498 0.820 -0.484 -0.119
H -3.60509 3.66499 3.89114 -0.004 0.023 -0.012
H 7.05498 -1.87326 1.16682 0.024 0.008 0.019
H -2.93076 0.49270 1.10412 0.057 0.001 0.015
H -3.95329 -1.93409 -3.51938 0.003 0.008 0.019
H 1.40478 2.51345 1.83147 0.107 0.127 0.033
H 0.63593 5.58138 4.71827 -0.008 0.007 0.008
H 3.78761 1.36733 3.09112 0.013 0.013 0.003
H -4.12755 0.20448 -0.68717 -0.017 0.022 -0.027
H -0.23115 -3.13085 -1.45231 0.073 -0.166 -0.185
H 6.14111 1.31414 3.89784 0.026 -0.013 0.001
H -2.68853 -0.89434 -4.06700 -0.150 -0.109 -0.064
H -4.49183 1.85257 2.47736 -0.015 0.013 0.063
H -1.75406 5.00987 4.70721 0.012 0.012 0.014
H 7.75150 -0.27311 2.94654 0.010 -0.039 -0.020
H -2.79051 2.37679 -2.33669 -0.072 0.128 0.074
H -4.79171 0.03028 -2.30730 0.056 0.068 -0.002
H -2.35883 -2.40796 -3.41612 -0.036 -0.019 -0.099
H -4.77263 -1.35760 -1.18839 -0.020 -0.009 -0.058
H 2.21687 4.33903 3.26907 0.005 0.004 -0.023



Record 3
44
Properties=species:S:1:pos:R:3:forces:R:3 method="wB97M-V/def2-TZVPD" total_energy_ha=-1448.39834 charge=0 lumo_energy_ha=0.019 smiles="Cc1ccccc1NC(=O)c1ccc2nc(N3CCOCC3)sc2c1" max_force_ha_per_bohr=0.01837 de_lowest_ev=1.4035 homo_lumo_gap_ev=8.46
S -1.81682 0.46255 0.29156 -0.029 0.017 -0.450
O -3.08253 4.41456 -2.44618 -0.104 0.133 0.015
O 1.65127 -4.77417 0.16868 0.019 -0.047 -0.148
N -1.72582 0.01503 -2.28087 -0.219 0.258 -0.808
N 2.35993 -3.10967 1.48833 0.261 -0.283 0.522
N -3.20940 1.70593 -1.69638 -0.268 0.208 -0.091
C 3.19903 0.47197 1.18027 -0.019 0.013 -0.031
C 1.62209 -3.59081 0.44560 -0.123 -0.172 -0.058
C 2.75920 -1.42870 3.17522 -0.100 -0.111 -0.135
C -2.67744 3.40891 -3.34915 -0.076 -0.364 -0.167
C 2.90390 -0.83316 0.83558 0.129 -0.037 0.057
C 3.27919 0.83439 2.51352 0.010 0.095 0.051
C -3.41713 2.09337 -3.07895 0.133 0.261 -0.355
C -3.59813 2.74176 -0.76722 0.154 0.412 0.050
C 2.52255 -2.45214 4.24518 0.003 0.056 -0.065
C -2.84571 4.03528 -1.11034 -0.121 -0.154 0.292
C 3.06878 -0.11587 3.49720 0.029 0.053 -0.072
C 0.01536 -1.66775 0.42190 -0.019 -0.117 -0.124
C 0.75645 -2.61836 -0.27342 -0.305 -0.028 -0.139
C 0.64360 -2.72450 -1.66183 0.115 -0.060 0.184
C -0.79505 -0.82174 -0.30153 -0.082 0.018 -0.271
C -0.16195 -1.87091 -2.38446 -0.067 0.111 0.024
C 2.66448 -1.78287 1.82383 0.215 0.531 0.071
C -0.89228 -0.89837 -1.70961 0.310 -0.225 0.771
C -2.28351 0.77881 -1.40875 0.214 -0.395 0.831
H 0.05972 -1.59663 1.49747 0.080 -0.008 0.115
H -3.04571 1.29832 -3.72332 -0.093 0.072 0.006
H 2.47815 -1.97857 5.22232 0.015 -0.017 0.065
H 3.13855 0.16653 4.53791 0.001 0.007 0.108
H -3.19283 4.86298 -0.49053 0.058 -0.062 0.034
H -1.59368 3.23768 -3.26194 -0.070 0.017 -0.031
H 1.58748 -2.98387 4.07198 -0.040 -0.084 0.036
H -3.38445 2.43159 0.25550 -0.098 0.051 -0.001
H -4.49099 2.23542 -3.23372 0.055 -0.020 -0.044
H 3.32943 -3.18654 4.26129 0.009 -0.114 0.082
H 3.51095 1.85236 2.78777 0.025 0.091 0.024
H 2.85972 -1.12512 -0.20249 0.020 0.003 -0.065
H -1.76765 3.88200 -0.94536 -0.073 0.016 0.014
H 1.21107 -3.49413 -2.16276 0.035 -0.087 -0.036
H 2.80771 -3.82864 2.04367 -0.131 0.000 -0.182
H -4.67461 2.90893 -0.87771 0.068 -0.007 0.107
H 3.37659 1.20213 0.40522 0.015 0.060 -0.072
H -0.24353 -1.94393 -3.45686 -0.001 -0.016 -0.128
H -2.90600 3.78595 -4.34660 0.062 -0.078 0.016



Record 4
44
Properties=species:S:1:pos:R:3:forces:R:3 method="wB97M-V/def2-TZVPD" total_energy_ha=-1125.42051 charge=0 lumo_energy_ha=0.007 smiles="Cc1ccc2c(c1)COc1c3ccc(C(=O)N[C@@H](C)CO)cc3nn1-2" max_force_ha_per_bohr=0.02323 de_lowest_ev=2.0959 homo_lumo_gap_ev=7.94
O -5.75303 1.48947 -2.04129 0.101 0.040 -0.293
O -4.06944 0.91307 1.46306 -0.033 0.232 0.098
O 2.47079 -2.15262 -0.56277 -0.428 0.246 -0.185
N -4.68294 -0.46406 -0.23782 -0.046 -0.208 -0.293
N 2.06706 0.05704 0.18503 -0.579 -1.022 -0.170
N 1.08025 0.89963 0.51030 -0.176 0.917 0.295
C -6.23286 1.37784 -0.71502 -0.197 -0.173 0.300
C 6.11438 0.98584 -0.11887 -0.013 -0.028 0.060
C 3.79944 -2.04293 -0.06323 0.475 -0.178 0.380
C 4.32426 -0.63215 -0.06441 -0.347 0.087 -0.111
C -2.36816 -0.32743 0.36098 0.526 0.471 0.220
C 5.18583 2.00315 0.06862 0.034 -0.167 -0.007
C 0.24432 -1.15150 -0.06348 0.206 0.382 0.132
C 5.66736 -0.33085 -0.18722 -0.185 0.151 0.029
C -3.77707 0.11397 0.59274 0.044 -0.187 -0.119
C 1.63205 -1.17894 -0.15868 -0.131 0.150 0.144
C -6.08726 -0.08686 -0.28348 -0.144 0.491 0.166
C 3.83602 1.72615 0.17835 -0.230 -0.174 0.017
C 7.57387 1.28886 -0.26294 0.008 -0.017 -0.074
C 3.41143 0.40862 0.11456 0.848 0.257 -0.082
C -2.07841 -1.65337 -0.05963 0.176 -0.344 -0.163
C -0.79756 -2.07271 -0.26765 -0.153 -0.133 -0.058
C -1.36876 0.58364 0.59199 -0.549 -0.044 0.005
C -0.03923 0.19074 0.37013 0.747 -0.862 -0.356
C -6.75946 -0.34053 1.06241 0.043 0.067 -0.191
H -0.57181 -3.08216 -0.57614 -0.069 -0.121 -0.011
H 4.40294 -2.69321 -0.70043 -0.048 0.108 0.125
H -7.82030 -0.11419 1.00028 -0.145 -0.003 0.005
H -2.89385 -2.35121 -0.18181 -0.035 -0.071 -0.011
H 5.52311 3.02726 0.12535 0.040 0.105 0.006
H -5.72666 2.41957 -2.28535 0.034 -0.078 0.014
H 8.17212 0.58431 0.31104 0.098 0.000 0.034
H -5.65590 2.00811 -0.02970 -0.099 -0.069 -0.026
H -4.32257 -0.91702 -1.06159 0.068 0.066 0.076
H -6.55126 -0.71001 -1.05540 0.071 0.070 0.073
H 7.87103 1.20400 -1.30835 0.098 0.028 -0.043
H 6.37951 -1.13113 -0.32779 0.108 -0.112 -0.030
H -6.30212 0.28403 1.82371 -0.040 0.005 0.076
H 7.79674 2.29760 0.07394 0.076 0.053 0.018
H -1.59998 1.58061 0.93028 -0.083 0.109 0.061
H -7.29113 1.66926 -0.66303 0.077 -0.082 0.046
H 3.10034 2.50141 0.31681 -0.060 0.096 0.007
H 3.82647 -2.44049 0.96614 -0.067 0.029 -0.209
H -6.63657 -1.38291 1.34500 -0.022 -0.087 0.045



Record 5
47
Properties=species:S:1:pos:R:3:forces:R:3 method="wB97M-V/def2-TZVPD" total_energy_ha=-2319.47819 charge=0 lumo_energy_ha=-0.001 max_force_ha_per_bohr=0.27472 de_lowest_ev=14.4582 homo_lumo_gap_ev=6.94
S -3.23070 2.86685 1.14079 -2.071 -1.702 1.886
S -4.87161 0.36448 1.05121 -2.539 -1.180 3.571
S 2.10283 1.76193 0.28501 -1.888 3.183 -0.540
O -0.10519 -2.72583 0.48448 5.873 10.802 0.385
O 0.19372 3.78375 0.02468 4.375 3.794 -0.393
O -1.67584 -0.97140 0.99470 3.875 -1.703 -0.585
N -3.90300 -0.17399 -1.00254 6.648 -0.615 -11.634
N -0.58640 1.60966 0.36110 -7.598 4.212 1.005
N -3.33466 0.89222 -0.86467 1.741 6.063 4.603
C -3.78041 1.35125 0.47944 2.973 2.143 -4.221
C -2.06781 3.42352 0.03961 -4.188 6.873 3.151
C -2.51044 3.84645 -1.25975 -5.204 -5.993 -1.815
C 2.03707 -0.79782 0.33927 1.015 4.829 0.214
C 0.51663 1.01586 0.29287 5.003 -2.915 0.550
C 6.47278 1.44001 0.23407 -1.976 0.659 -4.261
C -0.50166 -1.33935 0.72377 0.249 1.964 -1.674
C 4.35696 0.11900 0.20913 0.052 5.897 -0.499
C -0.75617 3.19702 0.24201 2.017 -9.605 -0.070
C -4.63229 -0.67603 -0.29008 -9.051 -7.914 7.418
C 0.68737 -0.35927 0.39287 -1.337 -3.157 0.797
C 5.05947 -1.01707 0.33623 1.066 0.291 0.289
C -1.05988 -3.48244 0.70808 -8.964 -3.596 0.355
C 5.07803 1.47520 0.06420 0.499 -0.715 1.757
C 6.51277 -0.75431 0.28887 -4.487 -13.172 0.345
C -1.82899 -3.64905 -0.56152 -0.597 -4.139 -1.457
C -5.37793 -2.03150 -0.37582 1.066 1.205 -6.660
C 7.19605 0.23229 -0.10299 -2.552 5.246 1.614
C 2.94349 0.38318 0.26298 -1.933 -8.421 0.202
H -1.75864 4.19583 -1.77458 3.390 3.298 -2.760
H 7.09030 2.27000 -0.01398 0.005 1.418 0.705
H -2.58420 -4.50383 -0.53095 0.434 1.486 0.156
H -2.15482 -2.77031 -0.98680 -1.796 2.358 0.040
H -4.95175 -2.75914 0.22643 -0.567 -1.231 2.076
H 2.38981 -1.76289 0.56853 0.173 -0.975 -0.208
H 8.10800 0.28900 0.24529 5.454 -0.057 0.329
H 6.90860 -1.93453 0.36167 0.200 3.288 -0.036
H -0.60694 -4.31610 1.03116 0.657 -3.952 1.380
H 4.51594 -2.02174 0.50283 1.594 1.705 -0.238
H -5.02267 -2.67521 -1.51814 -0.574 2.439 3.081
H -1.88376 -3.14449 1.42192 1.456 -0.209 -0.110
H -6.39640 -1.77245 -0.75464 0.245 -1.089 1.679
H -2.62353 2.76882 -1.90168 -0.054 2.688 1.666
H -1.52008 1.00609 0.52965 3.075 1.502 -0.580
H -2.06778 4.53857 0.70432 0.033 -2.024 -1.555
H 4.44259 2.49303 0.06298 1.733 -2.587 0.014
H -3.56561 4.22882 -1.21864 1.483 0.318 -0.402
H -1.25325 -3.91408 -1.45335 0.991 -0.708 0.429



Repeat the third record exactly.
44
Properties=species:S:1:pos:R:3:forces:R:3 method="wB97M-V/def2-TZVPD" total_energy_ha=-1448.39834 charge=0 lumo_energy_ha=0.019 smiles="Cc1ccccc1NC(=O)c1ccc2nc(N3CCOCC3)sc2c1" max_force_ha_per_bohr=0.01837 de_lowest_ev=1.4035 homo_lumo_gap_ev=8.46
S -1.81682 0.46255 0.29156 -0.029 0.017 -0.450
O -3.08253 4.41456 -2.44618 -0.104 0.133 0.015
O 1.65127 -4.77417 0.16868 0.019 -0.047 -0.148
N -1.72582 0.01503 -2.28087 -0.219 0.258 -0.808
N 2.35993 -3.10967 1.48833 0.261 -0.283 0.522
N -3.20940 1.70593 -1.69638 -0.268 0.208 -0.091
C 3.19903 0.47197 1.18027 -0.019 0.013 -0.031
C 1.62209 -3.59081 0.44560 -0.123 -0.172 -0.058
C 2.75920 -1.42870 3.17522 -0.100 -0.111 -0.135
C -2.67744 3.40891 -3.34915 -0.076 -0.364 -0.167
C 2.90390 -0.83316 0.83558 0.129 -0.037 0.057
C 3.27919 0.83439 2.51352 0.010 0.095 0.051
C -3.41713 2.09337 -3.07895 0.133 0.261 -0.355
C -3.59813 2.74176 -0.76722 0.154 0.412 0.050
C 2.52255 -2.45214 4.24518 0.003 0.056 -0.065
C -2.84571 4.03528 -1.11034 -0.121 -0.154 0.292
C 3.06878 -0.11587 3.49720 0.029 0.053 -0.072
C 0.01536 -1.66775 0.42190 -0.019 -0.117 -0.124
C 0.75645 -2.61836 -0.27342 -0.305 -0.028 -0.139
C 0.64360 -2.72450 -1.66183 0.115 -0.060 0.184
C -0.79505 -0.82174 -0.30153 -0.082 0.018 -0.271
C -0.16195 -1.87091 -2.38446 -0.067 0.111 0.024
C 2.66448 -1.78287 1.82383 0.215 0.531 0.071
C -0.89228 -0.89837 -1.70961 0.310 -0.225 0.771
C -2.28351 0.77881 -1.40875 0.214 -0.395 0.831
H 0.05972 -1.59663 1.49747 0.080 -0.008 0.115
H -3.04571 1.29832 -3.72332 -0.093 0.072 0.006
H 2.47815 -1.97857 5.22232 0.015 -0.017 0.065
H 3.13855 0.16653 4.53791 0.001 0.007 0.108
H -3.19283 4.86298 -0.49053 0.058 -0.062 0.034
H -1.59368 3.23768 -3.26194 -0.070 0.017 -0.031
H 1.58748 -2.98387 4.07198 -0.040 -0.084 0.036
H -3.38445 2.43159 0.25550 -0.098 0.051 -0.001
H -4.49099 2.23542 -3.23372 0.055 -0.020 -0.044
H 3.32943 -3.18654 4.26129 0.009 -0.114 0.082
H 3.51095 1.85236 2.78777 0.025 0.091 0.024
H 2.85972 -1.12512 -0.20249 0.020 0.003 -0.065
H -1.76765 3.88200 -0.94536 -0.073 0.016 0.014
H 1.21107 -3.49413 -2.16276 0.035 -0.087 -0.036
H 2.80771 -3.82864 2.04367 -0.131 0.000 -0.182
H -4.67461 2.90893 -0.87771 0.068 -0.007 0.107
H 3.37659 1.20213 0.40522 0.015 0.060 -0.072
H -0.24353 -1.94393 -3.45686 -0.001 -0.016 -0.128
H -2.90600 3.78595 -4.34660 0.062 -0.078 0.016